(1)
A single C15H24N2O2 molecule, computed with the ωB97M-V functional and the def2-TZVPD basis.

The energy above the lowest of the compared OMol25 structures with the same formula, charge and spin comes out at 530.0 kJ/mol. For the frontier orbital gap, the calculation gives 0.36143 Ha. As for the SMILES: CCC(C#CCN1CCOCC1)(CC)OCCC#N.

The geometry in XYZ format:
```
43
Properties=species:S:1:pos:R:3:forces:R:3
H -2.00804 3.18185 2.11890 0.08 -0.03 -0.05
H -1.13526 1.16292 0.87457 -0.04 0.02 0.04
C 2.79220 -1.02494 -0.12363 -0.17 -0.06 -0.02
N -1.41124 2.02284 -0.99928 0.00 -0.04 -0.07
H -2.78010 5.09262 -1.32548 0.09 -0.04 -0.03
C -1.79812 1.88522 0.39410 0.05 0.28 0.23
N -0.74459 -0.33681 5.01239 -0.29 0.39 0.36
H -0.09304 -4.08682 -0.15531 -0.08 -0.06 0.05
H -0.61266 3.55460 1.06152 -0.07 -0.04 0.04
H -3.32044 2.70438 -1.63154 0.06 0.02 -0.04
H 4.15050 0.16659 -1.28682 0.07 0.05 -0.05
C 3.25872 -0.43475 -1.44779 -0.03 -0.07 0.16
C -2.11329 4.34008 -0.90096 -0.04 -0.06 -0.36
C 0.42454 -0.89268 -0.75339 -0.49 0.23 0.00
H -1.07085 4.68312 -0.98465 -0.09 -0.01 -0.03
O -2.46758 4.21523 0.45512 -0.16 0.05 0.04
H 3.50259 -1.21457 -2.16441 0.04 -0.03 -0.11
H 1.51663 -2.02905 3.68460 -0.09 -0.05 -0.02
C 1.44328 -1.77875 -0.20199 0.69 -0.20 -0.09
H -1.20853 0.94038 -2.75725 -0.12 -0.05 0.07
O 1.09950 -2.24241 1.11353 0.06 -0.17 -0.02
C -1.66741 3.24168 1.08419 0.08 -0.37 0.13
H 0.90968 -0.34436 1.93526 -0.08 -0.11 0.03
H 3.53857 -1.72194 0.26338 -0.06 -0.03 0.07
C -1.42816 0.74860 -1.70124 -0.28 0.28 -0.10
H 2.32188 -3.68434 -0.62170 0.12 0.06 -0.01
H -1.93813 3.13601 -2.67933 -0.04 0.01 0.00
C -0.41944 -0.15155 -1.17489 0.36 -0.38 0.04
H -0.52615 -3.19405 -1.61688 -0.10 -0.01 -0.04
H 2.68380 -0.21440 0.60146 0.00 -0.05 0.05
C 0.43168 -1.33480 1.95016 -0.17 0.22 0.08
C 1.55740 -3.04694 -1.06859 -0.30 0.08 0.20
H 2.48459 0.20012 -1.87275 0.00 0.08 -0.08
H 0.36878 -4.71413 -1.74115 -0.05 -0.08 -0.05
H -2.41771 0.25380 -1.63854 0.09 0.11 -0.09
H 1.87747 -2.75979 -2.06999 0.10 0.02 0.03
C -2.25802 3.01048 -1.64204 -0.01 0.29 0.11
C 0.24078 -3.80954 -1.15154 0.19 0.06 0.00
C -0.20300 -1.04054 4.29285 -0.08 0.06 0.17
H -2.84089 1.52938 0.48905 0.07 -0.02 -0.01
H -0.00136 -2.89296 3.37857 0.08 0.04 0.02
C 0.47632 -1.91001 3.37060 0.41 -0.40 -0.74
H -0.61489 -1.20973 1.63092 0.20 0.02 0.09
```
Forces are in eV/Å.

=====

(2)
A molecular structure, C15H24N2OPtSi, computed with the ωB97M-V functional and the def2-TZVPD basis.

The energy above the lowest of the compared OMol25 structures with the same formula, charge and spin comes out at 0.0 kJ/mol. For the frontier orbital gap (alpha / beta), the calculation gives 0.27635 / 0.27633 Ha.

The geometry in XYZ format:
```
44
Properties=species:S:1:pos:R:3:forces:R:3
H -2.13545 1.81659 -0.83869 -0.35 0.02 0.14
H 3.00661 4.05414 -2.79582 0.00 0.01 0.00
H -4.03418 -3.31316 0.40402 -0.01 0.00 -0.01
H -2.15636 0.16366 -2.54436 0.01 0.06 0.06
H 3.87811 -1.46725 1.63306 0.00 0.01 -0.01
H 2.13517 1.23267 -1.86180 0.07 0.20 0.03
C -3.87410 -0.99761 -2.05239 0.00 -0.04 -0.10
Pt 0.16922 -0.40551 -0.86295 -0.44 -0.24 0.09
C 1.24441 -1.97591 3.52644 0.06 -0.03 0.03
H -2.17738 3.24955 0.22042 0.03 0.02 0.01
H 1.30871 -1.05064 4.10394 -0.02 -0.01 0.00
H 0.17665 4.76145 -0.42588 0.01 0.00 -0.01
C -2.56820 -0.57090 -1.85965 -0.04 -0.12 0.04
H -5.43573 -2.31134 -1.37889 0.00 0.00 0.00
H -4.46121 -0.57538 -2.85884 -0.02 0.00 0.02
N 0.48561 1.57337 -0.91860 -0.11 0.12 0.34
C 1.25998 -3.22530 0.72006 0.04 -0.05 -0.03
H 2.03155 -3.93818 1.02232 -0.01 0.01 0.02
C -4.41669 -1.97729 -1.23172 0.03 0.01 -0.01
H 0.18846 0.54520 1.55789 0.07 -0.04 0.01
C -0.25041 2.58300 -0.45972 -0.07 -0.07 -0.15
C 0.48301 3.75795 -0.66684 0.03 -0.06 0.01
H 2.64732 5.24292 -1.53971 0.00 0.00 0.00
H 1.38656 -3.05535 -0.35398 0.00 0.02 0.01
N 1.65079 2.04210 -1.37676 -0.12 -0.22 -0.19
H 0.28812 -3.70013 0.87091 0.01 -0.01 0.00
C 2.83746 4.18865 -1.72709 0.01 -0.01 -0.01
H 3.15294 -0.61694 0.26043 0.00 -0.01 0.02
H 3.15261 0.12500 1.87272 0.00 0.00 -0.01
H -0.94470 -0.79461 1.63602 -0.04 -0.02 -0.13
H 0.28638 -2.44818 3.75536 0.00 0.01 -0.01
C -1.65377 2.32489 -0.00652 0.40 0.13 -0.16
H -1.67763 1.65482 0.85112 -0.05 0.05 0.00
C -3.63452 -2.53175 -0.23068 0.00 0.00 0.01
C 1.67897 3.37339 -1.26534 0.05 0.05 0.05
Si 1.40704 -1.62729 1.68936 -0.13 0.04 0.07
H 3.75020 3.90463 -1.20309 0.00 0.00 0.00
O 1.60387 -0.37724 -1.99375 0.29 0.05 -0.08
H -1.76222 -2.53635 0.77370 0.03 0.05 0.00
C -1.77775 -1.08409 -0.82158 0.07 0.10 -0.22
H 2.03669 -2.64107 3.87941 -0.01 0.01 -0.02
C -0.00358 -0.47028 1.19426 0.16 0.01 0.12
C 3.05265 -0.81848 1.32992 0.03 0.01 0.00
C -2.33516 -2.08374 -0.02676 0.00 -0.07 0.08
```
Forces are in eV/Å.

=====

(3)
A gas-phase ion, C15H24N3O3 (charge -1), computed with the ωB97M-V functional and the def2-TZVPD basis.

The charge is -1. For the frontier orbital gap, the calculation gives 0.26112 Ha. As for the SMILES: COCCCC[C@](C#N)(C(=O)[O-])[C@@](N)(C#N)CCC(C)C.

The geometry in XYZ format:
```
45
Properties=species:S:1:pos:R:3:forces:R:3
O 4.33262 -1.22280 -0.26487 -0.13 0.19 0.19
H 1.60110 1.58940 0.48999 -0.20 0.00 -0.04
C -1.23073 0.07668 0.87224 -0.97 -0.34 -0.53
H -2.44740 -3.43423 1.34171 0.28 0.00 -0.01
C -1.85234 -2.87800 0.60550 -0.84 0.04 0.11
H 0.41895 1.22810 2.21145 0.19 0.26 0.13
H -1.66935 -0.29267 1.81111 0.05 0.18 -0.06
H 4.56609 -2.79322 1.03294 0.01 0.16 0.21
H 2.90874 -0.10879 0.66787 -0.18 -0.12 -0.12
H -4.15862 -1.83615 -1.75647 0.28 0.14 -0.09
H 5.85803 -1.58185 1.03674 -0.14 0.10 0.06
C -3.30008 -2.38798 -1.36180 -0.36 -0.24 0.63
H 0.90107 0.83914 -2.42353 -0.38 -0.15 0.20
H -2.90118 0.28174 -0.46644 0.18 -0.08 -0.14
N -0.33589 1.90939 2.21640 -0.59 -0.46 -0.03
C -2.09680 -0.44576 -0.29470 -0.25 0.22 0.41
C 1.08210 1.74763 -0.45719 -0.55 -0.35 -0.79
C 2.67225 0.07987 -1.46100 -0.43 0.38 0.66
C -2.44227 2.26638 1.14642 -0.28 0.26 0.06
C -1.11539 1.61186 0.98411 0.80 0.01 0.02
H -3.66221 -3.40451 -1.14918 0.05 0.11 -0.21
H 3.26938 0.99763 -1.38680 0.19 -0.25 -0.37
H 1.62820 2.56119 -0.94549 -0.05 -0.05 0.21
H -2.50390 -2.45838 -2.10940 -0.12 0.10 0.06
C -1.12878 2.30480 -1.46801 -0.74 -1.13 0.22
H 0.60389 -0.32729 -1.06674 -0.25 0.20 -0.34
N -3.44108 2.81302 1.33252 0.56 -0.65 -0.08
H -0.92805 1.62257 2.99375 0.07 0.14 0.05
H 2.24859 -1.55956 -0.11682 0.34 -0.17 -0.01
H -1.57946 -3.60707 -0.16393 0.35 0.17 0.14
O -0.99600 4.63307 -0.27570 -0.56 -1.03 -0.34
H -1.51231 -0.47168 -1.21916 -0.10 -0.08 0.10
H 4.28314 -1.23160 1.83988 0.11 0.15 -0.17
O 0.85189 4.16140 0.82576 0.45 -1.10 -0.05
H 2.91193 -0.45234 -2.38523 0.02 -0.04 0.17
H -0.96826 -2.48245 1.10837 -0.06 -0.07 -0.11
H -3.67219 -1.63800 0.58243 0.33 0.05 0.27
C 4.77369 -1.71114 0.98412 0.07 -0.76 -0.35
C 2.99758 -0.75441 -0.22070 -0.15 0.50 -0.20
C -2.77591 -1.80031 -0.02730 0.40 -0.29 -0.96
N -1.82461 2.06477 -2.36142 0.73 0.50 0.40
C -0.34327 2.29540 -0.20634 0.32 1.01 -0.17
H -0.22839 -0.36449 0.81379 -0.04 0.31 0.09
C 1.17989 0.53616 -1.41201 1.41 -0.12 0.43
C -0.14749 3.83209 0.16635 0.18 2.31 0.33
```
Forces are in eV/Å.

=====

(4)
A single C15H24N4O2S molecule, computed with the ωB97M-V functional and the def2-TZVPD basis.

The energy above the lowest of the compared OMol25 structures with the same formula, charge and spin comes out at 103.0 kJ/mol. For the frontier orbital gap, the calculation gives 0.35664 Ha. As for the SMILES: CC(C)Cc1nnc(NC(=O)CCC(=O)NC2CCCC2)s1.

The geometry in XYZ format:
```
46
Properties=species:S:1:pos:R:3:forces:R:3
H 0.20210 -4.48839 -0.46334 -0.05 0.08 -0.06
C -2.30295 0.36406 4.07790 0.03 0.10 0.12
H 2.60471 5.00984 -3.56271 -0.06 0.13 -0.05
C 0.41691 1.91983 -1.85156 0.44 -0.61 0.45
C 2.33491 2.91487 -3.11156 -0.11 0.26 -0.10
H 0.70346 0.39013 2.92865 -0.07 -0.08 -0.02
C -0.90337 -0.22383 4.26136 -0.10 -0.04 0.06
O -1.94375 -2.43924 2.43102 -0.55 0.10 0.11
H -1.41034 -3.77931 -0.20993 0.01 -0.03 -0.01
C 1.20955 3.14678 -2.08965 0.38 0.00 -0.08
H 1.05126 -1.59318 2.00889 -0.10 -0.12 0.00
H -2.68391 0.81968 4.99035 -0.07 -0.01 0.05
C 1.75083 2.54076 -4.47028 0.15 -0.12 0.23
N -0.84106 1.80756 -2.07658 0.07 1.46 -0.45
H 0.53154 3.92278 -2.44852 -0.02 0.02 0.04
C 0.18566 -2.35553 -0.48632 -0.52 -0.34 -0.22
C -0.76079 -2.48916 2.16640 0.72 -0.47 -0.04
S 1.14923 0.43794 -1.23093 -0.73 0.54 -0.35
H -0.73294 1.24335 1.24918 0.03 -0.03 -0.09
H 1.13568 1.64719 -4.39452 -0.09 -0.09 -0.08
C 3.20111 4.16535 -3.22437 -0.03 -0.29 0.08
C -1.23484 0.59723 1.96852 0.07 0.16 -0.01
H 1.12928 3.34869 -4.84973 -0.09 0.11 -0.07
N -0.75966 -1.49994 -0.97696 -0.26 -0.24 0.00
H -2.98557 -0.42370 3.76105 -0.05 -0.01 0.02
C -2.12158 1.36536 2.94217 -0.07 -0.12 -0.06
H -0.94068 -1.24780 4.62704 0.08 0.00 0.07
C -0.12737 -3.73060 1.53549 -0.22 0.12 -0.03
H 0.94006 -3.77332 1.75105 -0.01 -0.04 -0.03
H -0.61642 -4.61649 1.94008 0.04 0.08 0.04
H -1.84446 -0.12460 1.42600 0.01 -0.01 -0.04
O 1.35279 -2.03342 -0.41458 0.36 -0.18 0.09
H 2.95630 2.08601 -2.75268 0.00 0.04 -0.02
H -1.60422 2.25702 3.30189 -0.01 0.09 0.02
H 1.64819 3.47522 -1.14362 -0.03 0.11 0.00
N 0.11049 -1.47594 2.35068 0.40 0.18 -0.01
H 4.00455 4.00483 -3.93915 0.10 0.05 -0.08
N -1.34767 0.61142 -1.79888 -0.76 -1.56 0.33
H -1.73671 -1.75541 -1.01628 0.11 -0.04 0.05
H 2.54649 2.35027 -5.18666 0.05 -0.02 -0.11
H -0.32752 0.37231 4.96987 0.02 0.00 0.04
C -0.23816 -0.16120 2.86747 -0.23 0.02 -0.01
C -0.34881 -3.67633 0.01408 0.18 -0.02 0.15
C -0.46425 -0.21576 -1.35220 0.94 0.63 -0.02
H 3.64340 4.41845 -2.26343 0.07 0.09 0.09
H -3.06343 1.66851 2.48897 -0.02 0.11 -0.01
```
Forces are in eV/Å.

=====

Copy entry 4 word for word.
A single C15H24N4O2S molecule, computed with the ωB97M-V functional and the def2-TZVPD basis.

The energy above the lowest of the compared OMol25 structures with the same formula, charge and spin comes out at 103.0 kJ/mol. For the frontier orbital gap, the calculation gives 0.35664 Ha. As for the SMILES: CC(C)Cc1nnc(NC(=O)CCC(=O)NC2CCCC2)s1.

The geometry in XYZ format:
```
46
Properties=species:S:1:pos:R:3:forces:R:3
H 0.20210 -4.48839 -0.46334 -0.05 0.08 -0.06
C -2.30295 0.36406 4.07790 0.03 0.10 0.12
H 2.60471 5.00984 -3.56271 -0.06 0.13 -0.05
C 0.41691 1.91983 -1.85156 0.44 -0.61 0.45
C 2.33491 2.91487 -3.11156 -0.11 0.26 -0.10
H 0.70346 0.39013 2.92865 -0.07 -0.08 -0.02
C -0.90337 -0.22383 4.26136 -0.10 -0.04 0.06
O -1.94375 -2.43924 2.43102 -0.55 0.10 0.11
H -1.41034 -3.77931 -0.20993 0.01 -0.03 -0.01
C 1.20955 3.14678 -2.08965 0.38 0.00 -0.08
H 1.05126 -1.59318 2.00889 -0.10 -0.12 0.00
H -2.68391 0.81968 4.99035 -0.07 -0.01 0.05
C 1.75083 2.54076 -4.47028 0.15 -0.12 0.23
N -0.84106 1.80756 -2.07658 0.07 1.46 -0.45
H 0.53154 3.92278 -2.44852 -0.02 0.02 0.04
C 0.18566 -2.35553 -0.48632 -0.52 -0.34 -0.22
C -0.76079 -2.48916 2.16640 0.72 -0.47 -0.04
S 1.14923 0.43794 -1.23093 -0.73 0.54 -0.35
H -0.73294 1.24335 1.24918 0.03 -0.03 -0.09
H 1.13568 1.64719 -4.39452 -0.09 -0.09 -0.08
C 3.20111 4.16535 -3.22437 -0.03 -0.29 0.08
C -1.23484 0.59723 1.96852 0.07 0.16 -0.01
H 1.12928 3.34869 -4.84973 -0.09 0.11 -0.07
N -0.75966 -1.49994 -0.97696 -0.26 -0.24 0.00
H -2.98557 -0.42370 3.76105 -0.05 -0.01 0.02
C -2.12158 1.36536 2.94217 -0.07 -0.12 -0.06
H -0.94068 -1.24780 4.62704 0.08 0.00 0.07
C -0.12737 -3.73060 1.53549 -0.22 0.12 -0.03
H 0.94006 -3.77332 1.75105 -0.01 -0.04 -0.03
H -0.61642 -4.61649 1.94008 0.04 0.08 0.04
H -1.84446 -0.12460 1.42600 0.01 -0.01 -0.04
O 1.35279 -2.03342 -0.41458 0.36 -0.18 0.09
H 2.95630 2.08601 -2.75268 0.00 0.04 -0.02
H -1.60422 2.25702 3.30189 -0.01 0.09 0.02
H 1.64819 3.47522 -1.14362 -0.03 0.11 0.00
N 0.11049 -1.47594 2.35068 0.40 0.18 -0.01
H 4.00455 4.00483 -3.93915 0.10 0.05 -0.08
N -1.34767 0.61142 -1.79888 -0.76 -1.56 0.33
H -1.73671 -1.75541 -1.01628 0.11 -0.04 0.05
H 2.54649 2.35027 -5.18666 0.05 -0.02 -0.11
H -0.32752 0.37231 4.96987 0.02 0.00 0.04
C -0.23816 -0.16120 2.86747 -0.23 0.02 -0.01
C -0.34881 -3.67633 0.01408 0.18 -0.02 0.15
C -0.46425 -0.21576 -1.35220 0.94 0.63 -0.02
H 3.64340 4.41845 -2.26343 0.07 0.09 0.09
H -3.06343 1.66851 2.48897 -0.02 0.11 -0.01
```
Forces are in eV/Å.